1.
Here is 2 unconnected molecules or ions with the total composition C5H14NS in a non-equilibrium geometry from the OMol25 dataset. Energies are from ωB97M-V with the def2-TZVPD basis set.

```
21
Properties=species:S:1:pos:R:3:lowdin_charge:R:1
C 0.925 1.190 -0.936 0.02
C -0.071 -0.681 -2.100 0.01
C -1.472 0.504 -0.577 0.02
C 0.443 -0.820 0.331 -0.03
C 0.845 -0.096 2.510 -0.37
N -0.063 0.045 -0.791 -0.45
S -0.831 0.133 3.045 0.67
H 0.327 1.894 -1.606 0.13
H 1.002 1.526 0.125 0.10
H 1.920 0.864 -1.298 0.12
H -0.846 -1.363 -1.835 0.10
H -0.408 -0.034 -2.818 0.07
H 0.942 -1.152 -2.341 0.15
H -2.077 -0.337 -0.476 0.09
H -1.582 1.028 0.293 0.06
H -1.600 1.039 -1.502 0.11
H -0.359 -1.595 0.733 0.13
H 1.395 -1.087 0.041 0.05
H 1.357 -0.879 3.139 0.07
H 1.189 0.916 2.337 0.00
H -1.035 -1.094 3.726 -0.07
```

Calculated values
**Charge**: +1
**Energy relative to the best compared isomer or geometry (same formula, charge and spin)**: 4.771 eV
**Orbital gap (alpha / beta)**: 8.481 / 8.482 eV

=====

2.
Here is a gas-phase ion, C2H8N3O2 (charge +1) in a non-equilibrium geometry from the OMol25 dataset. Energies are from ωB97M-V with the def2-TZVPD basis set.

```
15
Properties=species:S:1:pos:R:3:lowdin_charge:R:1
N 0.460 0.900 1.086 0.10
C 0.091 0.382 -0.102 -0.30
N 0.074 1.107 -1.334 0.05
O 0.122 2.518 -1.084 0.01
C -0.313 -0.942 -0.076 -0.25
N 0.038 -1.817 1.105 0.27
O -0.836 -1.806 -0.985 0.08
H 1.454 1.189 1.119 0.14
H -0.135 1.684 1.256 0.11
H -0.677 1.066 -1.931 0.10
H 0.878 2.812 -1.467 0.05
H 0.845 -2.349 0.961 0.15
H -0.786 -2.375 1.253 0.17
H 0.211 -1.042 1.797 0.17
H -1.426 -1.326 -1.600 0.14
```

Calculated values
**Charge**: +1
**SMILES**: N/C(NO)=C(\[NH3+])O
**Energy relative to the best compared isomer or geometry (same formula, charge and spin)**: 4.245 eV
**Orbital gap**: 9.451 eV

=====

3.
Here is a molecular structure, C8H7N3OPtSSe2Te2 from the OMol25 dataset. Energies are from ωB97M-V with the def2-TZVPD basis set.

```
25
Properties=species:S:1:pos:R:3:lowdin_charge:R:1
Pt 1.044 -1.503 -0.265 0.40
N 4.688 0.868 -0.505 0.02
C 3.407 0.315 -0.455 -0.89
S 3.307 -1.412 -0.470 0.47
N 2.421 1.155 -0.441 -0.02
N 1.176 0.535 -0.384 -0.23
C 0.173 1.327 -0.444 -0.11
C -1.225 0.965 -0.387 -0.14
C -2.141 2.028 -0.472 -0.09
C -3.504 1.847 -0.441 -0.15
C -3.995 0.539 -0.297 -0.13
C -3.137 -0.525 -0.201 -0.02
C -1.718 -0.373 -0.256 -0.37
O -1.012 -1.440 -0.190 -0.30
H 5.374 0.260 -0.084 0.05
H 4.707 1.803 -0.124 0.07
H 0.409 2.385 -0.545 0.11
H -1.737 3.031 -0.572 0.09
H -4.178 2.692 -0.516 0.07
H -5.066 0.365 -0.259 0.08
H -3.505 -1.536 -0.077 0.11
Se 1.327 -1.098 2.727 -0.46
Te 0.916 -3.293 3.727 -0.15
Te 1.405 -5.085 1.523 -0.11
Se 0.864 -3.851 -0.591 -0.30
```

Calculated values
**Charge**: -2
**Energy relative to the best compared isomer or geometry (same formula, charge and spin)**: 0.332 eV
**Orbital gap**: 4.720 eV

=====

4.
Here is C5H8N2 in the gas phase from the OMol25 dataset. Energies are from ωB97M-V with the def2-TZVPD basis set.

```
15
Properties=species:S:1:pos:R:3:lowdin_charge:R:1
C 1.758 1.286 0.034 -0.15
N 0.426 0.738 0.170 0.01
C -2.135 0.598 1.614 0.18
C -2.019 -0.305 0.596 -0.28
C -1.176 -0.962 -0.216 -0.07
C 0.174 -0.394 -0.375 -0.45
N 1.055 -1.144 -1.158 0.12
H 2.080 1.386 -1.015 0.08
H 1.788 2.284 0.479 0.07
H 2.515 0.677 0.554 0.07
H -2.758 1.477 1.403 0.04
H -3.060 -0.626 0.892 0.14
H -1.495 -1.853 -0.740 0.09
H 2.039 -1.048 -0.954 0.08
H 0.809 -2.114 -1.285 0.08
```

Calculated values
**Energy relative to the best compared isomer or geometry (same formula, charge and spin)**: 4.625 eV
**Orbital gap**: 8.036 eV

=====

5.
Here is a gas-phase ion, C4H12NOS (charge +1) in a non-equilibrium geometry from the OMol25 dataset. Energies are from ωB97M-V with the def2-TZVPD basis set.

```
19
Properties=species:S:1:pos:R:3:lowdin_charge:R:1
N 1.082 1.952 0.995 0.23
C 0.404 0.673 0.460 -0.28
C 1.130 0.353 -0.911 -0.23
O 2.471 0.630 -1.061 -0.01
C -1.095 0.813 0.322 -0.20
C -1.663 -0.397 -0.460 -0.50
S -1.356 -2.035 0.330 0.67
H 1.331 1.837 1.981 0.17
H 1.985 2.035 0.531 0.15
H 0.538 2.818 0.882 0.18
H 0.738 -0.059 1.201 0.14
H 0.781 -0.739 -0.953 0.13
H 0.577 0.887 -1.697 0.14
H 3.064 -0.125 -1.110 0.12
H -1.378 1.705 -0.246 0.13
H -1.559 0.884 1.322 0.13
H -1.444 -0.354 -1.494 0.06
H -2.736 -0.331 -0.524 0.08
H -0.781 -3.214 0.676 -0.11
```

Calculated values
**Charge**: +1
**SMILES**: [NH3+][C@H](CO)CCS
**Energy relative to the best compared isomer or geometry (same formula, charge and spin)**: 3.144 eV
**Orbital gap**: 8.753 eV

=====

6.
Here is a molecular structure, C16H26NRhS in a non-equilibrium geometry from the OMol25 dataset. Energies are from ωB97M-V with the def2-TZVPD basis set.

```
45
Properties=species:S:1:pos:R:3:lowdin_charge:R:1
C 1.217 1.826 -0.760 -0.27
H 2.026 2.166 -0.120 0.09
H 1.556 1.647 -1.793 0.07
H 0.362 0.183 1.710 -0.01
C 0.161 2.896 -0.771 -0.32
H -0.760 2.547 -1.230 0.09
H -0.105 3.197 0.237 0.10
C 0.765 4.087 -1.518 -0.07
H 0.054 4.901 -1.686 0.09
H 1.613 4.522 -0.960 0.10
H 1.170 3.743 -2.481 0.09
C -0.697 -1.693 0.285 -0.25
C -1.349 -0.884 -0.683 -0.22
C -0.407 -0.553 -1.710 -0.27
C 0.858 -1.194 -1.386 -0.34
C 0.659 -1.891 -0.130 -0.30
C 1.675 -2.774 0.519 0.00
C 2.113 -1.146 -2.197 0.02
C -0.665 0.253 -2.957 0.01
C -2.802 -0.513 -0.686 0.01
C -1.392 -2.495 1.350 0.02
Rh 0.566 0.189 0.009 1.14
H 2.955 -1.435 -1.565 0.09
H 2.071 -1.817 -3.066 0.12
H 2.298 -0.138 -2.575 0.08
H 2.673 -2.458 0.218 0.09
H 1.588 -2.687 1.604 0.08
H 1.526 -3.825 0.229 0.12
H -2.161 -1.879 1.819 0.08
H -1.872 -3.396 0.924 0.13
H -0.663 -2.832 2.090 0.09
H -3.003 0.295 -1.397 0.09
H -3.435 -1.378 -0.956 0.12
H -3.096 -0.167 0.312 0.07
H 0.109 1.014 -3.108 0.08
H -0.670 -0.363 -3.869 0.12
H -1.629 0.767 -2.898 0.09
S -1.779 0.472 4.382 1.19
C -0.192 -0.180 4.710 -0.27
C 0.560 -0.241 3.611 -0.13
N -0.097 0.420 2.596 -0.05
C -1.416 0.715 2.760 -0.34
H 0.200 -0.445 5.679 0.11
H 1.567 -0.574 3.382 0.15
H -2.153 1.121 2.074 0.11
```

Calculated values
**Charge**: +2
**Spin multiplicity**: 5
**Energy relative to the best compared isomer or geometry (same formula, charge and spin)**: 0.474 eV
**Orbital gap (alpha / beta)**: 6.446 / 7.291 eV

=====

7.
Here is 2 unconnected molecules or ions with the total composition C4H4N2 in a non-equilibrium geometry from the OMol25 dataset. Energies are from ωB97M-V with the def2-TZVPD basis set.

```
10
Properties=species:S:1:pos:R:3:lowdin_charge:R:1
C 0.553 1.178 -0.317 -0.04
C 0.808 -0.301 -0.217 -0.23
N 0.531 -2.352 -0.206 -0.01
N -0.459 -2.304 0.323 -0.01
C -0.627 -0.174 0.024 -0.11
C -0.572 1.193 0.454 -0.04
H 0.941 1.867 -1.067 0.12
H 1.491 -0.454 0.631 0.09
H -1.475 -0.566 -0.560 0.13
H -1.190 1.911 0.936 0.09
```

Calculated values
**Energy relative to the best compared isomer or geometry (same formula, charge and spin)**: 6.621 eV
**Orbital gap (alpha / beta)**: 7.073 / 7.066 eV